(1)
Entry from the OMol25 dataset: a structure of composition C4H9NO (wB97M-V/def2-TZVPD).

Structure (ORCA input):
```
! wB97M-V def2-TZVPD RIJCOSX def2/J DEFGRID3
* xyz 0 1
C 1.2698 1.3481 0.6446
N 0.2050 0.6771 0.2821
C -0.5867 -0.2893 1.0708
C -1.4516 -0.5215 -0.2033
O -1.4850 -1.8388 -0.7013
C -0.5113 0.4534 -0.8343
H 1.6293 1.2405 1.6581
H 2.1719 -0.3180 -0.9022
H 1.7336 2.0215 -0.0637
H -1.0659 0.1766 1.9353
H 0.0120 -1.1536 1.3709
H -2.5004 -0.2280 -0.0891
H -0.5989 -2.0190 -1.0471
H 1.6160 -0.5502 -1.3563
H -0.4378 1.0013 -1.7643
*
```

frontier orbital gap	8.33	eV
energy	-7827.665	eV
relative energy (zero: lowest compared OMol25 entry of this formula, charge and spin)	107.34	kcal per mole
highest occupied orbital energy	-7.265	eV


(2)
Entry from the OMol25 dataset: the molecule C4H9NO (wB97M-V/def2-TZVPD).

Structure (ORCA input):
```
! wB97M-V def2-TZVPD RIJCOSX def2/J DEFGRID3
* xyz 0 1
C 1.6143 0.9231 0.7476
N 0.1770 0.8763 0.4589
C -0.4562 -1.5012 0.2407
C -0.2553 -0.1569 -0.4408
C -1.5578 0.3030 -1.0723
O -2.0803 -0.2578 -1.9932
H 2.2800 1.0635 -0.1040
H 1.7028 1.7281 1.4668
H 1.8981 -0.0129 1.2171
H -0.0484 1.7793 0.0540
H -0.8888 -2.2479 -0.4267
H 0.4679 -1.8997 0.6449
H -1.1647 -1.3606 1.0627
H 0.3591 -0.3728 -1.3337
H -2.0478 1.1365 -0.5220
*
```

frontier orbital gap	10.45	eV
energy	-7830.712	eV
relative energy (zero: lowest compared OMol25 entry of this formula, charge and spin)	37.07	kcal per mole
highest occupied orbital energy	-9.454	eV
SMILES	CN[C@@H](C)C=O


(3)
Entry from the OMol25 dataset: a cluster of 2 separate species, C4H9NO in total (wB97M-V/def2-TZVPD).

Structure (ORCA input):
```
! wB97M-V def2-TZVPD RIJCOSX def2/J DEFGRID3
* xyz 0 1
C 0.0583 -0.6358 1.5444
N -1.2759 -1.0899 1.0455
C -2.9621 -0.0564 -0.4025
C -1.7419 -0.2131 0.1812
C 2.5617 0.5807 -1.2961
O 2.2921 1.1457 -0.0762
H 0.8408 -0.3166 0.8388
H -0.1181 0.1931 2.1961
H 0.4444 -1.4007 2.1540
H 3.1597 1.1685 -1.9998
H -3.1801 0.6583 -1.1980
H 1.6434 0.4883 -2.0293
H -3.6777 -0.7717 0.0911
H 2.9984 -0.4387 -1.1236
H -1.0430 0.6884 0.0743
*
```

frontier orbital gap	3.37	eV
energy	-7823.702	eV
relative energy (zero: lowest compared OMol25 entry of this formula, charge and spin)	198.73	kcal per mole
highest occupied orbital energy	-7.317	eV


(4)
Entry from the OMol25 dataset: a structure of composition C4H9NO (wB97M-V/def2-TZVPD).

Structure (ORCA input):
```
! wB97M-V def2-TZVPD RIJCOSX def2/J DEFGRID3
* xyz 0 1
C 0.6695 -1.7944 -1.0060
C -0.7941 -0.5630 -0.3834
O 0.2098 -1.2658 0.5763
C -0.6128 0.9122 -0.1466
C -0.4963 1.5692 1.1888
N 0.7014 1.2648 0.4017
H -0.0335 -2.4787 -1.4694
H 1.0428 -1.0681 -1.7238
H 1.5181 -2.3687 -0.5849
H -1.7815 -0.9011 -0.0416
H 0.8560 -0.5349 0.7614
H -1.0085 1.5452 -0.9421
H -0.6090 0.9825 2.0983
H -0.7838 2.6150 1.2896
H 1.1219 2.0859 -0.0182
*
```

frontier orbital gap	7.62	eV
energy	-7825.039	eV
relative energy (zero: lowest compared OMol25 entry of this formula, charge and spin)	167.90	kcal per mole
highest occupied orbital energy	-6.523	eV


(5)
Entry from the OMol25 dataset: a cluster of 2 separate species, C4H9NO in total (wB97M-V/def2-TZVPD).

Structure (ORCA input):
```
! wB97M-V def2-TZVPD RIJCOSX def2/J DEFGRID3
* xyz 0 1
C -2.2632 -0.4360 0.0520
C -0.7842 -0.7814 -0.0826
C -0.3202 -2.0146 -0.0744
C -0.2149 1.1815 -1.1172
N 0.1294 0.2962 -0.2817
H -2.9141 -0.4684 -0.8262
H -2.4226 0.5653 0.4513
H -2.6198 -1.2375 0.7033
H 0.7451 -2.2085 -0.0119
H -0.9107 -2.9172 -0.0084
H 0.4692 1.6313 -1.8238
H -1.2825 1.4295 -1.2094
H 3.6591 1.7829 0.8450
H 2.8075 0.4731 1.0258
O 2.8597 1.4179 1.2308
*
```

frontier orbital gap	9.95	eV
energy	-7829.322	eV
relative energy (zero: lowest compared OMol25 entry of this formula, charge and spin)	69.12	kcal per mole
highest occupied orbital energy	-9.124	eV
SMILES	C=NC(=C)C.O


(6)
Entry from the OMol25 dataset: the molecule C4H9NO (wB97M-V/def2-TZVPD).

Structure (ORCA input):
```
! wB97M-V def2-TZVPD RIJCOSX def2/J DEFGRID3
* xyz 0 1
C 1.9646 0.1530 0.3360
C 0.9694 0.7892 -0.9070
N -0.3045 0.1190 -0.9126
C -0.9900 0.1443 0.2550
O -0.6616 0.9046 1.1511
C -2.1272 -0.8348 0.3682
H 2.8399 0.8037 0.3226
H 2.2043 -0.8547 0.0015
H 1.7011 0.0488 1.4426
H 0.8452 1.8132 -0.5682
H 1.2633 0.8459 -2.0062
H -0.4954 -0.6284 -1.5584
H -2.3434 -1.3856 -0.5467
H -3.0186 -0.2946 0.6666
H -1.9141 -1.5639 1.1482
*
```

frontier orbital gap	10.42	eV
energy	-7831.089	eV
relative energy (zero: lowest compared OMol25 entry of this formula, charge and spin)	28.40	kcal per mole
highest occupied orbital energy	-9.504	eV
SMILES	CCNC(C)=O


(7)
Entry from the OMol25 dataset: the molecule C4H9NO (wB97M-V/def2-TZVPD).

Structure (ORCA input):
```
! wB97M-V def2-TZVPD RIJCOSX def2/J DEFGRID3
* xyz 0 1
C -1.3372 0.0568 0.9965
C -0.2088 -0.4058 0.0858
C -0.5604 -0.3919 -1.3941
N 0.9758 0.4490 0.2895
C 2.3183 -0.0431 -0.1386
O 1.8499 0.0507 1.2986
H -2.2022 -0.6049 0.8928
H -1.6657 1.0700 0.7293
H -1.0241 0.0536 2.0452
H 0.1474 -1.3978 0.3734
H 0.3229 -0.6743 -1.9743
H -0.9065 0.5971 -1.7188
H -1.3609 -1.1103 -1.5937
H 0.7699 1.4441 0.3775
H 2.8815 0.9068 -0.2693
*
```

frontier orbital gap	8.67	eV
energy	-7826.832	eV
relative energy (zero: lowest compared OMol25 entry of this formula, charge and spin)	126.55	kcal per mole
highest occupied orbital energy	-7.866	eV


(8)
Entry from the OMol25 dataset: the molecule C4H9NO (wB97M-V/def2-TZVPD).

Structure (ORCA input):
```
! wB97M-V def2-TZVPD RIJCOSX def2/J DEFGRID3
* xyz 0 1
C 0.6979 -1.0082 0.8297
N -0.2965 -0.2082 0.2699
C 0.1288 0.8706 -0.6380
C -0.4841 0.7458 -2.0530
C -1.4980 0.0297 1.0714
O 1.8622 -0.7047 0.6750
H 0.2437 -1.7546 1.4869
H -0.3228 1.9768 -0.1400
H 1.2656 0.7910 -0.5843
H -1.5839 0.6397 -2.1452
H -0.1668 -0.1389 -2.3859
H -0.0826 1.4439 -2.8885
H -2.4423 -0.4668 0.7118
H -1.5421 1.2251 1.3355
H -1.2590 -0.4489 2.0589
*
```

frontier orbital gap	10.23	eV
energy	-7829.853	eV
relative energy (zero: lowest compared OMol25 entry of this formula, charge and spin)	56.88	kcal per mole
highest occupied orbital energy	-9.360	eV
SMILES	CCN(C)C=O